# C4H2O2Sr

A molecular structure, C4H2O2Sr in a non-equilibrium geometry (ωB97M-V with the def2-TZVPD basis set, the Open Molecules 2025 dataset).

```
9
Properties=species:S:1:pos:R:3:forces:R:3
H -0.251 2.363 -1.151 0.0 -0.4 0.1
C -0.393 1.382 -0.689 0.4 -0.1 0.8
C 0.306 0.893 0.328 -1.3 0.1 0.4
O -1.417 0.760 -1.327 -0.7 0.5 -0.8
O -1.720 -0.550 -0.913 -0.6 1.8 -0.9
Sr -0.712 -1.956 0.174 -1.3 -2.5 0.1
C 1.220 -1.282 1.116 2.1 0.6 2.0
C 0.716 -0.065 1.110 1.4 -0.6 -2.2
H 2.251 -1.546 1.351 -0.1 0.4 0.4
```
Forces are in eV/Å.

**Highest occupied orbital energy**: -7.2 eV
**HOMO-LUMO gap**: 6.37 eV
**Maximum force**: 2.99 eV/Å
**Energy above the lowest of the compared OMol25 structures with the same formula, charge and spin**: 2.845 eV